ORCA calculation (the ωB97M-V functional and the def2-TZVPD basis) on a cluster of 10 separate species, C36H68BO30S in total at a distorted geometry.

highest occupied orbital energy: -5.3 eV
energy: -111370.32918 eV
Kohn-Sham gap: 6.8333 eV
total charge: -1

Last column: Löwdin charge in e.
Geometry (Å):
1 C -2.310 0.152 -0.723  0.061
2 C -1.594 -0.272 -1.600  -0.201
3 C -0.701 -0.695 -2.645  -0.160
4 B 0.039 0.652 -3.333  -0.605
5 C -0.603 0.947 -4.748  -0.082
6 C -1.096 1.174 -5.835  0.050
7 C 1.673 0.538 -3.395  -0.164
8 C 2.273 1.950 -3.496  -0.236
9 C 2.666 2.526 -2.136  -0.210
10 C 1.542 2.916 -1.175  -0.237
11 S 0.561 4.335 -1.547  0.564
12 O -0.696 4.140 -0.861  -0.314
13 O 1.261 5.541 -1.219  -0.288
14 O 0.274 4.335 -3.089  -0.147
15 H -2.810 0.835 -0.079  0.004
16 H -1.282 -1.204 -3.415  0.069
17 H 0.025 -1.406 -2.246  0.093
18 H -0.236 1.632 -2.637  0.081
19 H -1.791 1.300 -6.632  -0.001
20 H 2.002 -0.051 -4.254  0.090
21 H 2.076 0.050 -2.500  0.087
22 H 3.173 1.962 -4.118  0.097
23 H 1.550 2.567 -4.023  0.082
24 H 3.232 1.760 -1.603  0.109
25 H 3.345 3.373 -2.273  0.107
26 H 0.832 2.115 -0.997  0.091
27 H 1.978 3.199 -0.215  0.105
28 H -0.329 3.586 -3.285  0.085
29 C -0.963 7.354 -0.921  -0.031
30 O -2.015 8.343 -0.859  0.017
31 C -2.857 8.292 -1.873  -0.613
32 O -2.824 7.512 -2.791  0.108
33 O -3.785 9.249 -1.720  -0.003
34 C -4.765 9.271 -2.760  -0.045
35 H -0.365 7.504 -0.029  0.096
36 H -1.377 6.350 -0.918  0.069
37 H -0.347 7.514 -1.801  0.096
38 H -5.308 8.328 -2.801  0.097
39 H -4.299 9.459 -3.725  0.095
40 H -5.441 10.082 -2.505  0.089
41 C 6.702 1.549 -3.244  -0.035
42 O 5.778 0.464 -3.176  0.002
43 C 6.327 -0.745 -3.216  -0.625
44 O 7.507 -0.984 -3.303  0.112
45 O 5.353 -1.647 -3.144  0.010
46 C 5.792 -3.005 -3.180  -0.041
47 H 6.093 2.447 -3.200  0.090
48 H 7.392 1.520 -2.402  0.096
49 H 7.261 1.520 -4.178  0.097
50 H 6.449 -3.220 -2.338  0.095
51 H 6.314 -3.216 -4.112  0.095
52 H 4.887 -3.601 -3.113  0.095
53 C -0.581 1.868 2.765  -0.019
54 O 0.264 1.694 3.914  0.003
55 C 1.419 1.091 3.663  -0.626
56 O 1.807 0.699 2.595  0.130
57 O 2.095 0.988 4.816  -0.009
58 C 3.368 0.352 4.691  -0.040
59 H -1.472 2.373 3.125  0.094
60 H -0.088 2.480 2.014  0.093
61 H -0.858 0.909 2.331  0.094
62 H 4.023 0.905 4.020  0.098
63 H 3.259 -0.668 4.326  0.100
64 H 3.791 0.338 5.691  0.075
65 C -1.371 -3.508 0.920  -0.032
66 O -2.155 -4.681 0.643  0.000
67 C -2.575 -4.740 -0.621  -0.626
68 O -2.349 -3.931 -1.478  0.125
69 O -3.303 -5.851 -0.789  -0.001
70 C -3.806 -5.965 -2.128  -0.037
71 H -1.090 -3.577 1.967  0.088
72 H -0.478 -3.489 0.299  0.097
73 H -1.948 -2.602 0.743  0.083
74 H -2.988 -6.008 -2.843  0.099
75 H -4.444 -5.116 -2.365  0.096
76 H -4.381 -6.885 -2.170  0.084
77 C -4.163 -1.510 -3.967  -0.002
78 O -4.501 -2.718 -4.687  0.004
79 C -4.274 -2.642 -5.992  -0.622
80 O -3.859 -1.682 -6.583  0.128
81 O -4.576 -3.828 -6.550  -0.011
82 C -4.352 -3.865 -7.960  -0.046
83 H -4.381 -1.722 -2.926  0.093
84 H -3.109 -1.276 -4.087  0.075
85 H -4.762 -0.677 -4.326  0.094
86 H -3.305 -3.678 -8.188  0.101
87 H -4.968 -3.126 -8.469  0.098
88 H -4.632 -4.867 -8.274  0.065
89 C -6.051 -6.943 -7.242  -0.040
90 O -6.356 -8.303 -6.890  0.007
91 C -5.860 -8.677 -5.714  -0.625
92 O -5.210 -7.982 -4.978  0.125
93 O -6.203 -9.947 -5.489  0.002
94 C -5.725 -10.466 -4.244  -0.040
95 H -6.515 -6.786 -8.211  0.095
96 H -6.464 -6.254 -6.509  0.103
97 H -4.976 -6.797 -7.309  0.087
98 H -6.129 -9.896 -3.410  0.096
99 H -4.638 -10.440 -4.209  0.097
100 H -6.077 -11.492 -4.204  0.091
101 C 2.543 -0.099 8.638  -0.030
102 O 3.347 -0.262 9.813  0.003
103 C 4.518 -0.856 9.591  -0.626
104 O 4.924 -1.238 8.524  0.123
105 O 5.163 -0.956 10.752  -0.008
106 C 6.452 -1.576 10.664  -0.030
107 H 1.635 0.398 8.963  0.096
108 H 3.058 0.518 7.905  0.083
109 H 2.300 -1.065 8.200  0.102
110 H 7.110 -1.003 10.014  0.099
111 H 6.364 -2.595 10.293  0.097
112 H 6.843 -1.575 11.677  0.086
113 C 5.225 1.284 13.860  -0.025
114 O 5.923 1.153 15.108  0.007
115 C 7.134 0.615 15.000  -0.627
116 O 7.653 0.254 13.975  0.115
117 O 7.677 0.541 16.215  0.004
118 C 8.991 -0.025 16.238  -0.040
119 H 4.268 1.731 14.111  0.095
120 H 5.777 1.931 13.181  0.099
121 H 5.076 0.312 13.395  0.090
122 H 9.676 0.575 15.643  0.097
123 H 8.976 -1.044 15.857  0.096
124 H 9.291 -0.017 17.281  0.092
125 C -3.609 4.765 -3.246  -0.022
126 O -3.937 3.609 -4.034  0.021
127 C -5.127 3.636 -4.600  -0.626
128 O -5.952 4.515 -4.516  0.105
129 O -5.287 2.506 -5.300  -0.003
130 C -6.540 2.395 -5.968  -0.053
131 H -2.615 4.586 -2.849  0.076
132 H -3.612 5.662 -3.858  0.081
133 H -4.318 4.869 -2.427  0.102
134 H -6.668 3.203 -6.687  0.093
135 H -7.362 2.414 -5.254  0.093
136 H -6.510 1.438 -6.481  0.090

Atomic forces in eV per Å
C 0.1 0.3 -0.1
C -0.2 0.1 0.5
C 0.0 0.2 -0.4
B 0.1 -0.2 0.3
C 0.1 0.1 -0.5
C -0.4 -0.2 0.5
C -0.2 0.3 0.0
C 0.1 -0.4 -0.1
C -0.1 0.2 -0.1
C 0.5 -0.1 0.0
S -1.1 -0.2 1.3
O 0.1 -0.1 -0.2
O 0.5 0.0 -0.6
O 0.0 0.1 -0.2
H -0.2 -0.2 0.1
H 0.2 -0.2 0.0
H 0.1 0.0 0.0
H -0.1 0.0 0.0
H 0.2 0.1 -0.2
H 0.0 -0.1 0.0
H 0.0 -0.1 0.0
H 0.1 -0.1 0.0
H 0.1 0.3 0.0
H 0.1 0.0 0.0
H -0.1 0.1 0.1
H 0.0 -0.1 -0.2
H 0.0 0.0 0.1
H 0.2 -0.2 -0.1
C 0.1 0.1 0.2
O 0.0 0.1 0.1
C -0.2 -0.1 0.0
O 0.1 0.2 0.0
O 0.1 0.0 0.0
C -0.1 0.1 0.0
H 0.0 0.0 0.0
H 0.0 0.1 -0.1
H -0.1 0.0 -0.1
H 0.0 0.0 0.0
H 0.0 0.0 0.0
H 0.0 0.0 0.0
C -0.1 0.1 0.0
O 0.0 0.0 0.0
C 0.0 0.0 0.0
O 0.0 0.0 0.0
O 0.0 0.0 0.0
C -0.1 0.0 0.0
H 0.0 0.0 0.0
H 0.0 0.0 0.0
H 0.0 0.0 0.0
H 0.0 0.0 0.0
H 0.0 0.0 0.0
H 0.0 0.0 0.0
C -0.1 0.1 -0.1
O -0.1 0.0 0.0
C 0.0 0.0 0.0
O 0.0 0.0 0.0
O 0.0 0.0 0.0
C 0.1 -0.1 0.1
H 0.0 0.0 0.1
H 0.0 0.0 0.0
H 0.1 0.0 0.0
H -0.1 0.0 -0.1
H 0.0 0.0 -0.1
H 0.0 0.0 0.0
C 0.1 0.1 0.1
O 0.0 0.0 0.0
C -0.1 0.0 0.0
O 0.1 0.1 0.0
O 0.1 0.1 0.0
C -0.2 -0.1 -0.1
H 0.0 -0.1 0.0
H 0.0 0.0 -0.1
H 0.0 0.0 -0.1
H 0.0 0.0 0.0
H 0.0 0.0 -0.1
H 0.0 0.0 0.1
C 0.0 0.0 0.1
O 0.0 0.0 -0.2
C 0.1 0.1 0.4
O -0.1 -0.1 -0.2
O 0.0 0.0 -0.1
C 0.0 0.0 0.0
H 0.0 0.0 0.0
H -0.1 0.0 -0.1
H 0.0 0.0 0.0
H 0.0 0.0 0.0
H 0.0 0.0 0.0
H 0.0 0.1 0.0
C -0.1 -0.1 0.0
O 0.0 0.0 0.0
C 0.0 0.1 0.0
O 0.0 -0.1 0.1
O 0.0 0.0 0.0
C 0.0 -0.1 0.0
H 0.0 0.0 0.0
H 0.1 0.0 0.0
H 0.0 -0.1 0.1
H 0.0 0.0 0.0
H 0.0 0.0 0.0
H 0.0 0.0 0.0
C -0.1 0.1 0.0
O 0.0 0.0 0.0
C 0.0 0.0 0.0
O 0.0 0.0 0.0
O 0.0 0.0 0.0
C 0.1 0.0 0.1
H 0.0 0.0 0.1
H 0.0 0.0 0.0
H 0.1 0.0 0.0
H 0.0 0.0 -0.1
H 0.0 0.0 -0.1
H 0.0 0.0 0.0
C -0.1 0.0 0.0
O 0.0 0.0 0.0
C -0.1 0.0 -0.1
O 0.1 -0.1 0.0
O 0.0 0.0 0.0
C 0.0 0.0 0.1
H 0.0 0.0 0.0
H 0.0 0.0 0.0
H 0.0 0.0 0.0
H 0.0 0.0 0.0
H 0.0 0.0 0.0
H 0.0 0.0 0.0
C 0.0 0.0 0.0
O 0.0 0.0 0.0
C 0.0 0.0 0.0
O 0.0 0.0 0.0
O 0.0 0.0 0.0
C 0.0 -0.1 0.0
H 0.0 0.0 0.0
H -0.1 -0.1 0.0
H 0.0 0.1 0.0
H 0.0 0.0 0.0
H 0.0 0.0 0.0
H 0.0 0.0 0.0

=====

ORCA calculation (the ωB97M-V functional and the def2-TZVPD basis) on a cluster of 2 separate species, C9H23NSi in total at a distorted geometry.

highest occupied orbital energy: -7.3 eV
energy: -19069.84370 eV
relative energy (zero: lowest compared OMol25 entry of this formula, charge and spin): 4.335 eV
Kohn-Sham gap: 7.6991 eV

Last column: Löwdin charge in e.
Geometry (Å):
1 C 3.502 0.225 1.588  -0.130
2 C 3.074 -1.576 -0.454  -0.130
3 C 0.101 2.154 0.137  -0.159
4 C -1.583 1.444 -1.618  -0.096
5 C -2.398 2.612 0.452  -0.105
6 C -2.243 -1.989 -1.110  -0.177
7 C -0.722 -2.751 0.627  -0.157
8 C 2.723 -0.930 0.933  -0.339
9 C -1.324 1.637 -0.144  -0.687
10 N -1.368 -1.538 -0.062  -0.384
11 Si -1.119 -0.041 0.827  0.896
12 H 3.645 1.177 1.020  0.080
13 H 3.175 0.319 2.596  0.055
14 H 4.585 0.072 1.551  0.056
15 H 2.847 -0.834 -1.288  0.072
16 H 2.219 -2.281 -0.718  0.061
17 H 4.083 -2.048 -0.556  0.072
18 H 0.408 2.201 1.147  0.048
19 H 0.816 1.514 -0.348  0.056
20 H 0.199 3.072 -0.340  0.066
21 H -0.657 1.532 -2.148  0.074
22 H -2.296 2.089 -1.941  0.044
23 H -1.749 0.420 -1.963  0.039
24 H -2.326 2.732 1.522  0.054
25 H -2.364 3.636 0.099  0.081
26 H -3.327 2.061 0.525  0.067
27 H -1.774 -2.892 -1.702  0.115
28 H -3.216 -2.280 -0.670  0.082
29 H -2.481 -1.206 -1.847  0.050
30 H -1.443 -3.482 1.065  0.091
31 H -0.117 -3.360 -0.036  0.062
32 H 0.005 -2.272 1.255  -0.010
33 H 2.257 -1.868 1.579  0.133
34 H 1.619 -0.588 0.985  0.021

Atomic forces in eV per Å
C 1.8 -0.8 -1.6
C -1.9 1.1 -0.7
C -0.7 -1.4 -0.9
C 2.5 -2.3 0.3
C 0.8 -1.7 1.2
C -0.1 -1.1 -1.5
C -0.8 1.2 -0.8
C -3.7 -1.9 0.6
C -0.8 -0.3 1.1
N 0.8 -1.0 0.6
Si 0.2 -0.4 0.7
H -1.7 -0.4 0.2
H -0.1 0.6 0.7
H 0.2 -1.0 0.8
H 1.1 -0.5 0.9
H 1.4 0.2 0.7
H -1.0 0.5 0.2
H 0.0 0.2 1.3
H 0.5 -0.5 -0.3
H 0.3 2.0 -0.7
H 0.7 1.1 -0.6
H -2.1 1.8 -1.4
H -0.9 0.1 0.5
H 1.0 0.1 0.7
H -0.4 -0.1 -0.8
H -0.9 0.5 -1.2
H -1.0 1.6 1.1
H 0.3 -0.3 -0.3
H 0.2 -0.3 0.3
H 0.4 1.0 0.2
H 0.0 0.2 -0.8
H 0.0 -0.4 1.2
H 2.7 1.9 -0.4
H 1.4 0.3 -1.3

=====

ORCA calculation (the ωB97M-V functional and the def2-TZVPD basis) on a cluster of 2 separate species, C3H9ClN3 in total at a distorted geometry.

highest occupied orbital energy: -12.8 eV
energy: -20242.54968 eV
relative energy (zero: lowest compared OMol25 entry of this formula, charge and spin): 0.971 eV
Kohn-Sham gap: 8.2818 eV
total charge: +1

Last column: Löwdin charge in e.
Geometry (Å):
1 C -0.286 -0.012 -1.483  -0.072
2 C -1.028 -1.170 -1.064  -0.758
3 C 0.053 1.083 -0.650  -0.118
4 N -1.429 -2.058 -1.913  0.138
5 N 0.877 2.082 -0.956  0.147
6 N 0.789 -0.071 3.597  0.003
7 Cl -1.485 -1.345 0.538  0.857
8 H -0.006 -0.088 -2.551  0.126
9 H -0.017 1.047 0.348  0.070
10 H -1.337 -1.955 -2.872  0.104
11 H -1.672 -3.082 -1.726  0.187
12 H 1.352 2.387 -1.843  0.169
13 H 0.982 2.726 -0.159  0.137
14 H 0.852 0.414 4.508  0.033
15 H 1.617 -0.598 3.346  0.007
16 H 0.737 0.639 2.880  -0.029

Atomic forces in eV per Å
C -0.6 -0.2 0.1
C 1.0 2.7 0.3
C 2.0 -1.7 -4.9
N -1.0 -3.9 0.7
N 0.1 1.4 0.1
N -0.3 0.4 0.0
Cl 0.0 -0.3 0.7
H 0.0 0.6 0.8
H -1.5 -0.4 3.6
H 0.6 0.8 -2.0
H 0.2 2.3 0.6
H -1.2 -0.9 1.2
H 0.3 -0.2 -1.0
H 0.3 -0.7 -0.9
H 0.1 0.0 0.7
H -0.2 0.3 0.1

=====

Q: Which value of Kohn-Sham gap does entry 3 give?
A: 8.2818 eV

=====

Q: What is the highest occupied orbital energy in the third record?
A: -12.8 eV